Molecular formula: BH24O10
Method: DFT, ωB97M-V/def2-TZVPD

Results
Kohn-Sham gap: 9.5 eV
relative energy (zero: lowest compared OMol25 entry of this formula, charge and spin): 219.9 kJ/mol
highest occupied orbital energy: -6.86 eV
total energy: -791.6106 a.u.
total charge: -1
strongest force on any atom: 0.0897 hartree/bohr

XYZ file:
```
35
Properties=species:S:1:pos:R:3:forces:R:3:nbo_charge:R:1
B 7.35873 17.79032 18.83669 -0.090 -0.148 0.030 -0.854
H 7.77974 18.33560 19.66716 1.840 2.082 3.684 -0.049
H 6.28993 17.72382 18.96888 -4.313 -0.197 0.431 -0.020
H 7.60560 18.38570 17.97134 0.903 2.367 -3.826 -0.046
H 7.76437 16.79423 18.75004 1.758 -3.917 -0.293 -0.026
O 11.52111 13.14637 18.69673 0.323 -0.113 -0.108 -0.939
H 11.02961 13.90364 19.01486 -0.231 0.277 -0.058 0.478
H 11.38889 12.47572 19.36679 -0.086 -0.155 0.118 0.460
O 10.38542 18.33891 21.66914 0.278 0.046 0.412 -0.955
H 10.92549 18.56012 20.91043 0.041 0.000 -0.193 0.464
H 9.49718 18.26910 21.31929 -0.431 -0.081 -0.328 0.490
O 5.48364 17.32005 15.86932 -0.457 -0.144 -0.423 -0.962
H 6.29877 16.98924 15.49202 0.219 -0.032 0.022 0.466
H 5.76240 17.84800 16.61751 0.265 0.094 0.564 0.496
O 6.98405 21.11482 15.84007 -0.045 0.157 -0.366 -0.947
H 7.19104 20.40376 16.44651 0.027 -0.386 0.287 0.485
H 7.21421 21.91198 16.31738 0.012 0.145 0.153 0.461
O 2.44593 15.49475 18.65308 -0.100 -0.356 0.085 -0.943
H 1.75268 16.14524 18.76487 -0.107 0.320 0.101 0.471
H 2.85338 15.71959 17.81663 0.252 0.117 -0.182 0.472
O 1.58893 19.08460 18.92773 -0.376 -0.147 0.043 -0.952
H 2.39076 19.35530 19.37497 0.351 0.007 0.166 0.484
H 1.69554 19.40185 18.03095 0.080 0.063 -0.222 0.468
O 7.62696 13.50715 17.78988 0.154 -0.362 0.033 -0.950
H 7.05599 13.42453 17.02607 -0.128 0.013 -0.142 0.462
H 7.48283 14.40057 18.10174 -0.033 0.479 0.172 0.488
O 5.62272 20.83816 20.04845 -0.300 0.371 -0.080 -0.956
H 6.25865 20.12532 19.98789 0.286 -0.610 -0.214 0.497
H 5.80336 21.24977 20.89354 0.018 0.067 0.188 0.458
O 10.69416 17.33663 17.10795 0.365 -0.155 -0.219 -0.951
H 11.26412 17.98460 17.52208 0.101 0.126 0.065 0.455
H 9.81262 17.57324 17.39629 -0.636 0.010 0.238 0.495
O 5.52549 16.60766 21.94126 -0.286 -0.080 0.393 -0.953
H 5.86207 16.91162 21.09831 0.162 0.167 -0.593 0.495
H 6.30422 16.50857 22.48897 0.184 -0.024 0.062 0.458
```
Positions in Å, forces in eV/Å.



Molecular formula: C2H4NOS2
Method: DFT, ωB97M-V/def2-TZVPD

Results
Kohn-Sham gap: 6.9 eV
relative energy (zero: lowest compared OMol25 entry of this formula, charge and spin): 54.5 kJ/mol
highest occupied orbital energy: -3.28 eV
total energy: -1004.9965 a.u.
total charge: -1
strongest force on any atom: 0.0585 hartree/bohr

XYZ file:
```
10
Properties=species:S:1:pos:R:3:forces:R:3:nbo_charge:R:1
C -1.61627 -0.98672 0.80292 -0.356 -0.271 -1.088 -0.085
C 1.85660 1.15513 -0.20109 -1.185 -0.322 2.743 -0.041
N 1.66287 1.20363 -1.43785 0.320 1.160 -0.542 -0.644
O -2.37504 -1.56788 -0.25409 -0.336 1.216 1.563 -0.732
S -2.03958 0.48083 1.36730 -1.248 1.431 0.303 -0.291
S -0.25342 -1.74495 1.32335 1.135 -1.393 -0.043 -0.350
H 0.68737 0.97728 -1.57470 -0.188 -0.906 -0.471 0.342
H 2.71078 1.65955 0.33099 -0.265 -0.898 -0.884 0.140
H 1.06956 0.66341 0.49470 1.228 0.926 -0.785 0.193
H -1.70287 -1.84027 -0.85152 0.896 -0.943 -0.795 0.469
```
Positions in Å, forces in eV/Å.



Molecular formula: C24H43F7O35P2S8
Method: DFT, ωB97M-V/def2-TZVPD

Results
Kohn-Sham gap: 8.6 eV
SMILES string: CCP(C)[C@@H](OC(=O)[PH2]=O)C(F)(F)C(F)(F)C(F)(F)F.O=S1(=O)OCCO1.O=S1(=O)OCCO1.O=S1(=O)OCCO1.O=S1(=O)OCCO1.O=S1(=O)OCCO1.O=S1(=O)OCCO1.O=S1(=O)OCCO1.O=S1(=O)OCCO1
highest occupied orbital energy: -8.69 eV
total energy: -8140.7674 a.u.
strongest force on any atom: 0.0452 hartree/bohr

XYZ file:
```
119
Properties=species:S:1:pos:R:3:forces:R:3:mulliken_charge:R:1
C -2.55774 2.02566 -4.83749 0.498 -0.449 0.311 -1.464
C -2.54423 1.31902 -3.44869 0.377 0.330 -0.601 0.294
P -1.81827 -0.37178 -3.61446 -0.705 -0.460 -1.053 -0.359
C -0.14678 -0.13880 -4.42010 -0.379 0.126 1.336 -0.680
C -1.44610 -1.11208 -1.93174 0.067 0.788 0.290 -0.055
O -0.31647 -0.57173 -1.18767 0.212 -0.006 -0.472 -0.387
C -0.33303 0.75369 -0.95984 1.560 0.203 -1.197 0.285
O -1.18822 1.33849 -0.40681 -1.903 0.900 0.989 -0.299
P 1.20378 1.71605 -1.47336 1.323 -0.534 0.386 0.549
O 2.40221 1.06320 -0.90577 0.231 -0.184 0.154 -0.676
C -2.70869 -1.27122 -1.06107 1.123 -0.846 -1.157 0.427
F -3.42658 -2.21513 -1.70264 -0.466 -0.773 -0.242 -0.355
F -3.48735 -0.20763 -1.02117 -0.449 1.058 0.622 -0.197
C -2.43497 -1.87346 0.34000 -0.601 1.360 0.148 1.000
F -3.56231 -2.46095 0.73806 -1.162 -0.080 0.212 -0.372
F -1.52398 -2.82043 0.27907 1.199 -0.812 -0.343 -0.350
C -2.04279 -0.90979 1.48918 -0.339 -1.153 0.423 0.473
F -2.25282 -1.57178 2.62337 -0.230 -0.721 0.887 -0.289
F -2.74848 0.17507 1.55602 -0.983 1.284 -0.313 -0.243
F -0.77609 -0.61904 1.48118 1.669 0.481 -0.327 -0.215
H -3.56695 2.27390 -5.14055 -0.118 0.085 -0.058 0.348
H -1.96308 2.92945 -4.76704 -0.072 0.247 -0.125 0.262
H -2.09040 1.42431 -5.61272 -0.146 -0.075 -0.165 0.493
H -2.02801 1.98878 -2.76936 -0.162 -0.129 0.355 -0.024
H -3.58323 1.19650 -3.17171 -0.009 -0.124 0.570 0.464
H 0.63746 -0.41600 -3.71482 0.149 -0.250 -0.212 0.503
H -0.00444 0.90063 -4.66822 -0.034 0.233 -0.009 -0.179
H -0.09430 -0.69720 -5.34169 0.046 -0.289 -0.060 0.389
H -1.16654 -2.13629 -2.15230 0.336 -0.073 0.007 0.608
H 1.05136 3.03331 -0.98394 -0.655 -0.212 -0.220 0.112
H 1.26943 1.82226 -2.87841 -0.569 0.120 0.060 -0.078
O -4.44524 -6.36460 5.37023 -0.066 -0.160 0.147 -0.572
S -4.89611 -6.53103 4.03573 0.318 0.227 -0.402 1.124
O -6.14621 -7.12241 3.73401 -0.163 0.015 0.167 -0.545
O -3.74157 -7.28765 3.21250 -0.005 0.333 0.320 -0.274
C -3.33840 -6.48809 2.09125 -0.089 0.023 -0.560 -0.179
C -3.58843 -5.06077 2.52022 0.489 0.027 0.251 -0.033
O -4.80701 -5.11894 3.27468 -0.139 -0.432 -0.120 -0.321
H -3.96087 -6.75893 1.23617 0.019 0.003 0.002 0.298
H -2.29432 -6.67319 1.84933 -0.010 -0.189 0.160 0.227
H -3.68869 -4.38414 1.67912 -0.281 -0.069 0.126 0.066
H -2.79566 -4.70167 3.18182 0.014 0.013 -0.041 0.228
O -0.39677 -8.18635 1.04210 -0.017 -0.080 -0.203 -0.505
S 0.24466 -9.23562 1.75405 -0.176 -0.012 0.617 1.068
O 1.10424 -10.16287 1.12104 0.128 0.127 -0.249 -0.551
O -0.87677 -10.03700 2.57521 0.071 0.420 -0.092 -0.289
C -0.56958 -10.02101 3.97492 0.256 -0.293 0.286 -0.339
C 0.19243 -8.73055 4.18515 -0.388 0.306 0.099 -0.226
O 1.01193 -8.60248 3.01429 -0.027 -0.413 -0.115 -0.298
H 0.04956 -10.89170 4.20032 0.001 0.025 0.017 0.300
H -1.48370 -10.06387 4.56132 -0.121 0.030 -0.217 0.322
H 0.80962 -8.74894 5.07905 0.201 -0.004 -0.158 0.316
H -0.48295 -7.87254 4.22611 -0.021 -0.038 0.051 0.198
O 5.10539 -0.47911 3.76078 0.137 -0.475 0.243 -0.640
S 3.95039 -0.77995 4.53281 -0.708 0.449 -0.266 1.022
O 3.99331 -1.69947 5.61055 0.327 -0.114 0.160 -0.449
O 2.77718 -1.19711 3.52971 0.355 0.254 0.073 -0.308
C 1.64570 -0.33188 3.71117 -0.424 0.026 0.355 0.300
C 2.23497 0.97748 4.18562 0.015 0.247 -0.569 -0.235
O 3.30925 0.58801 5.05853 -0.022 -0.472 0.115 -0.317
H 0.99358 -0.77355 4.46806 0.005 -0.007 -0.020 0.248
H 1.09972 -0.22506 2.78033 0.224 -0.139 -0.126 -0.181
H 1.51549 1.59347 4.71769 0.155 -0.063 0.253 0.357
H 2.65915 1.54838 3.35909 -0.046 0.011 0.005 0.193
O 4.31269 4.89942 1.11115 -0.095 0.259 -0.025 -0.550
S 4.72915 4.45790 2.39123 0.424 -0.498 -0.010 1.084
O 4.29602 5.09418 3.58148 -0.228 0.097 -0.004 -0.555
O 6.33024 4.36087 2.39580 -0.331 -0.082 -0.231 -0.332
C 6.74263 3.02590 2.72914 0.002 -0.193 0.445 -0.421
C 5.62091 2.13956 2.23756 0.314 -0.274 -0.527 -0.015
O 4.42616 2.88645 2.52562 0.150 0.334 0.310 -0.230
H 6.85391 2.96404 3.81384 0.006 -0.017 -0.018 0.312
H 7.69223 2.79593 2.25355 -0.024 0.217 -0.115 0.331
H 5.59369 1.17351 2.74050 -0.179 0.352 -0.048 0.153
H 5.67641 1.98915 1.15686 -0.007 0.020 0.018 0.250
O 2.04758 3.14830 -6.00832 0.078 -0.294 0.157 -0.644
S 0.94235 2.90083 -6.86233 -0.147 0.585 -0.495 1.126
O 0.07261 1.79875 -6.64834 0.185 0.032 -0.057 -0.496
O 1.46510 2.88099 -8.37675 0.044 0.180 0.344 -0.342
C 0.75708 3.86525 -9.14958 -0.433 -0.023 -0.185 -0.486
C 0.38430 4.94306 -8.15602 0.251 0.320 -0.207 -0.030
O 0.04897 4.22083 -6.96023 -0.021 -0.452 -0.133 -0.175
H -0.13036 3.39139 -9.57396 0.009 0.022 0.003 0.314
H 1.38796 4.23803 -9.95201 0.185 -0.140 0.105 0.333
H -0.46092 5.55237 -8.48386 0.330 -0.476 0.231 0.176
H 1.23499 5.59237 -7.93390 -0.012 -0.004 -0.037 0.275
O -1.48625 7.23097 -8.65261 -0.037 -0.077 -0.254 -0.652
S -2.42129 7.07530 -7.59459 -0.648 0.947 0.412 1.152
O -2.82061 5.80802 -7.11392 0.294 -0.284 -0.126 -0.486
O -3.71945 7.93336 -7.97963 0.378 0.044 0.009 -0.318
C -3.98195 8.91092 -6.96387 -0.275 -0.043 0.431 -0.336
C -2.62289 9.22877 -6.37869 0.117 0.414 -0.303 -0.342
O -1.94131 7.96791 -6.35415 -0.307 -0.313 -0.045 -0.289
H -4.64295 8.46280 -6.21941 0.017 0.023 0.007 0.291
H -4.46273 9.78402 -7.39701 0.038 -0.110 -0.221 0.308
H -2.68418 9.64542 -5.37731 0.102 -0.234 0.087 0.317
H -2.06044 9.90874 -7.02245 -0.037 0.021 0.019 0.285
O -2.29547 4.49316 -2.43329 0.038 0.171 -0.235 -0.521
S -3.66009 4.55135 -2.04941 -0.030 -0.156 0.639 1.181
O -4.70053 4.77370 -2.98309 0.069 -0.056 -0.256 -0.599
O -3.79302 5.61139 -0.85008 0.229 -0.293 -0.077 -0.349
C -4.35653 4.97592 0.30525 -0.452 -0.099 0.115 -0.408
C -3.92611 3.52746 0.19678 0.485 0.047 0.308 -0.209
O -4.01093 3.23491 -1.20261 -0.314 0.344 -0.144 -0.227
H -5.44295 5.07449 0.25528 0.012 -0.015 0.019 0.303
H -3.99072 5.45155 1.21149 0.145 0.130 -0.146 0.308
H -4.56572 2.85605 0.76326 -0.084 -0.093 -0.232 0.399
H -2.88847 3.39249 0.51105 -0.031 -0.013 0.022 0.114
O 7.49476 -5.36623 10.05880 0.120 -0.185 0.101 -0.533
S 6.30553 -5.71906 9.37447 -0.144 0.363 -0.390 1.096
O 5.54601 -6.86134 9.72688 0.002 -0.073 0.206 -0.527
O 6.62775 -5.76701 7.80088 0.076 0.235 0.301 -0.324
C 5.76990 -4.86128 7.09485 -0.434 -0.062 -0.170 -0.289
C 5.46401 -3.76603 8.09176 0.320 0.386 -0.129 -0.209
O 5.32392 -4.44866 9.34521 -0.053 -0.441 -0.172 -0.333
H 4.86526 -5.39992 6.80496 0.000 0.033 -0.006 0.301
H 6.26770 -4.48561 6.20499 0.184 -0.108 0.078 0.293
H 4.55450 -3.22419 7.84905 -0.083 -0.091 0.180 0.236
H 6.29488 -3.06231 8.17744 -0.020 0.005 -0.054 0.298
```
Positions in Å, forces in eV/Å.



Molecular formula: C7H22BeN10O11
Method: DFT, ωB97M-V/def2-TZVPD

Results
Kohn-Sham gap: 8.3 eV
relative energy (zero: lowest compared OMol25 entry of this formula, charge and spin): 117.3 kJ/mol
highest occupied orbital energy: -7.88 eV
total energy: -1670.1136 a.u.
strongest force on any atom: 0.0728 hartree/bohr

XYZ file:
```
51
Properties=species:S:1:pos:R:3:forces:R:3:nbo_charge:R:1
Be -0.14109 -0.43838 -0.01455 0.795 1.012 0.222 1.681
O -4.43493 0.82414 0.32549 0.743 -0.077 0.402 -0.692
C -3.11374 0.52078 0.47979 1.849 -0.546 1.336 0.970
O -2.49665 1.01637 1.46257 -1.426 0.406 -0.535 -0.830
O -2.58443 -0.34378 -0.25283 0.984 -0.493 -0.998 -0.798
H -4.54362 1.28536 1.17228 -0.601 0.280 -0.281 0.489
O 0.42164 -0.46197 -5.00323 0.697 -0.076 0.281 -0.733
C -0.32152 -0.06723 -3.92082 -3.604 -0.141 -1.012 0.950
O 0.11780 -0.19556 -2.77062 0.951 0.014 0.945 -0.818
O -1.49289 0.31281 -4.24141 1.303 0.186 0.557 -0.806
H -0.24018 -0.34824 -5.69938 0.211 0.027 -0.141 0.492
C 1.34700 -3.65273 -1.04125 -0.962 1.002 0.543 0.793
O 0.95409 -2.58809 -0.57366 0.098 0.546 0.129 -0.700
N 2.58916 -4.15757 -0.85068 0.071 0.198 0.226 -0.836
N 0.54258 -4.45838 -1.75557 -0.083 -0.715 -0.480 -0.827
H 2.83646 -4.99601 -1.33800 0.498 0.086 0.124 0.387
H 3.23665 -3.61547 -0.30825 0.092 -0.151 -0.104 0.416
H 0.87153 -5.38939 -1.92946 -0.458 -0.070 -0.321 0.378
H -0.37575 -4.16316 -2.03258 0.051 0.025 0.111 0.422
C 2.75144 0.69836 -1.13902 0.309 1.581 -1.779 0.808
O 2.08219 -0.03064 -0.40759 -0.968 -0.358 0.632 -0.742
N 3.96178 1.20788 -0.75082 -1.203 -1.667 1.728 -0.860
N 2.41413 1.11563 -2.36832 -1.025 -0.270 0.171 -0.832
H 4.53954 1.75643 -1.34988 0.411 -0.111 0.240 0.401
H 4.14664 0.72897 0.12211 1.322 0.790 -0.100 0.409
H 3.01191 1.68570 -2.93031 0.039 0.108 0.049 0.380
H 1.44585 0.93445 -2.62376 0.068 -0.382 -0.409 0.445
C -0.57378 2.85177 -1.01033 -2.199 0.268 -0.767 0.803
O -0.02145 1.95142 -0.39292 1.069 -0.371 0.757 -0.730
N -1.34396 2.60926 -2.08918 0.435 -0.219 0.061 -0.833
N -0.62920 4.18994 -0.66533 1.263 -0.323 1.139 -0.855
H -1.27062 1.70852 -2.55417 -0.582 -0.058 -0.160 0.460
H -1.96955 3.33952 -2.36531 -0.090 -0.300 -0.636 0.380
H -1.25590 4.85300 -1.07517 -0.009 -0.181 -0.301 0.391
H -0.09565 4.51210 0.12369 -0.131 -0.211 0.082 0.400
C -1.42866 -2.18220 2.81771 1.269 0.120 -1.818 0.782
O -0.50131 -2.21294 1.99771 -0.322 0.277 -0.069 -0.698
N -1.20254 -2.33795 4.14305 0.063 -0.003 0.602 -0.840
N -2.71204 -2.00054 2.48142 -0.385 -0.330 0.958 -0.818
H -1.97933 -2.47388 4.76276 0.227 -0.123 0.221 0.380
H -0.27406 -2.59080 4.42856 -0.083 -0.007 -0.002 0.411
H -3.01650 -1.80929 1.54170 0.131 0.151 0.003 0.440
H -3.29223 -1.94929 3.29816 -0.857 0.284 -0.654 0.374
C 0.57603 1.38236 2.76024 -1.332 0.212 -2.279 0.790
O 0.67273 0.34355 2.10204 -0.029 -0.656 -0.657 -0.723
N 1.62413 1.88833 3.43830 0.361 0.056 0.835 -0.819
N -0.50097 2.20323 2.65963 0.014 0.549 0.973 -0.844
H 1.36235 2.59811 4.10273 0.598 -0.065 0.211 0.380
H 2.34876 1.22255 3.65129 0.008 0.178 0.224 0.402
H -1.33163 1.90832 2.15030 0.177 -0.555 -0.220 0.457
H -0.71022 2.81465 3.43285 0.242 0.105 -0.041 0.362
```
Positions in Å, forces in eV/Å.